[1]
Below is 11 unconnected molecules or ions with the total composition C40H57N9O2S2 in a non-equilibrium geometry, with properties calculated with ωB97M-V/def2-TZVPD.

## Properties
gap between HOMO and LUMO (alpha / beta): 0.2557 / 0.1045 hartree
energy relative to the best compared isomer or geometry (same formula, charge and spin): 40.0 kcal/mol
calculated total energy: -81565.858 eV
HOMO level (alpha / beta): -0.3612 / -0.3612 Eh
lowest unoccupied orbital energy (alpha / beta): -2.9 / -7.0 eV

Structure (ORCA input):
```
! wB97M-V def2-TZVPD RIJCOSX def2/J DEFGRID3
* xyz 1 2
C 35.6618 -2.8090 -6.5658
S 36.7034 -2.5147 -5.0527
O 37.9867 -3.3108 -5.3083
C 37.3660 -0.8274 -5.5622
H 35.2127 -1.8447 -6.8037
H 35.0909 -3.6625 -6.2001
H 36.3701 -3.3484 -7.1946
H 38.2427 -0.8873 -6.2071
H 37.6513 -0.2795 -4.6641
H 36.6641 -0.2949 -6.2039
C 34.9664 5.6741 -6.0376
S 36.2465 4.5950 -5.2602
O 36.3320 4.7828 -3.7500
C 35.3404 2.9915 -5.4540
H 33.9951 5.1827 -6.0941
H 35.5577 5.9545 -6.9093
H 34.8573 6.4930 -5.3265
H 35.9420 2.1169 -5.2062
H 35.0404 2.9783 -6.5018
H 34.3988 2.9716 -4.9053
N 33.3541 -1.1350 -9.6564
C 34.6319 -0.8555 -10.0156
C 35.0907 0.0660 -9.0481
C 34.0214 0.4386 -8.1235
C 32.9175 -0.2694 -8.6597
H 32.6970 -1.8226 -9.9965
H 35.1428 -1.1402 -10.9235
H 36.1455 0.2969 -9.0695
H 34.1002 0.9731 -7.1884
H 31.8704 -0.3375 -8.4042
N 33.9390 5.3045 -10.3451
C 33.2429 4.1185 -10.4888
C 34.0798 3.0896 -9.9420
C 35.1517 3.7350 -9.3880
C 35.0740 5.0809 -9.5875
H 33.4928 6.1910 -10.5325
H 32.2899 4.1876 -10.9920
H 33.8574 2.0384 -9.8334
H 35.9255 3.2635 -8.8004
H 35.7535 5.8693 -9.2993
N 32.2653 5.9935 -2.8933
C 32.1262 4.8891 -3.7228
C 31.7745 5.3124 -5.0427
C 31.9111 6.7009 -5.0198
C 32.0879 7.0575 -3.6869
H 32.5223 5.8926 -1.9218
H 32.2032 3.8573 -3.4134
H 31.6231 4.6892 -5.9116
H 31.7395 7.2948 -5.9054
H 32.1378 7.9573 -3.0917
N 34.3292 9.6319 -10.0871
C 35.6267 9.5557 -10.3532
C 36.2822 8.9823 -9.2507
C 35.3023 8.6269 -8.3187
C 34.0766 9.1137 -8.8556
H 33.5984 10.0825 -10.6190
H 36.0866 9.9194 -11.2602
H 37.3303 8.7516 -9.1297
H 35.3630 8.1141 -7.3701
H 33.0993 9.2242 -8.4095
N 39.6646 6.2974 -0.2917
C 38.7656 5.5387 -1.0061
C 39.4403 5.0375 -2.1263
C 40.7247 5.5259 -2.0037
C 40.9125 6.3005 -0.9145
H 39.3991 6.6574 0.6138
H 37.6927 5.5639 -0.8852
H 38.8169 4.4149 -2.7509
H 41.4942 5.2812 -2.7209
H 41.7884 6.7148 -0.4373
N 36.2608 9.6201 -1.3807
C 35.1699 9.8052 -2.2260
C 35.1701 8.7063 -3.0551
C 36.2018 7.8548 -2.7455
C 36.9299 8.4739 -1.7411
H 36.6572 10.2789 -0.7257
H 34.5972 10.7207 -2.2098
H 34.4014 8.4487 -3.7687
H 36.4711 6.9256 -3.2256
H 37.8443 8.1667 -1.2555
N 36.3392 1.6154 -2.0539
C 35.4048 0.8041 -2.5607
C 35.5730 -0.4213 -1.9254
C 36.6101 -0.3055 -0.9186
C 37.0628 0.9915 -1.0587
H 36.5313 2.5626 -2.3470
H 34.7462 1.2155 -3.3113
H 34.9095 -1.2347 -2.1796
H 36.7474 -1.0986 -0.1985
H 37.8015 1.5413 -0.4944
N 33.9774 7.1532 -0.4442
C 34.5511 5.9406 -0.6917
C 33.6710 4.9389 -0.1818
C 32.5043 5.6139 0.1306
C 32.7156 6.9393 0.1891
H 34.2795 8.0210 -0.8634
H 35.5653 5.8341 -1.0471
H 33.8322 3.8730 -0.1178
H 31.6780 5.1352 0.6350
H 32.1015 7.7852 0.4605
N 39.1388 8.0105 -5.2782
C 38.5354 6.8072 -5.5321
C 39.5952 5.8542 -5.5901
C 40.8076 6.6282 -5.2904
C 40.5327 7.9370 -5.1669
H 38.5946 8.8575 -5.1970
H 37.4630 6.6975 -5.5984
H 39.6202 4.7759 -5.5354
H 41.7861 6.2404 -5.0483
H 41.0919 8.8350 -4.9493
*
```

=====

[2]
Below is a molecular structure, C3H3CuO2 in a non-equilibrium geometry, with properties calculated with ωB97M-V/def2-TZVPD.

## Properties
gap between HOMO and LUMO (alpha / beta): 0.2969 / 0.2488 hartree
energy relative to the best compared isomer or geometry (same formula, charge and spin): 64.5 kcal/mol
calculated total energy: -51881.800 eV
HOMO level (alpha / beta): -0.5222 / -0.5212 Eh
lowest unoccupied orbital energy (alpha / beta): -6.1 / -7.4 eV

Structure (ORCA input):
```
! wB97M-V def2-TZVPD RIJCOSX def2/J DEFGRID3
* xyz 1 2
O -0.3085 1.1946 -0.0218
Cu 2.8678 0.4986 0.4658
O 1.7365 1.3905 -0.7546
C 0.9336 0.7474 -0.0288
C -1.2711 0.1538 0.0301
C -0.7480 -1.0944 -0.1156
H -2.0063 0.3766 0.8066
H -0.1263 -1.3968 -0.9595
H -1.0776 -1.8705 0.5777
*
```

=====

[3]
Below is 9 unconnected molecules or ions with the total composition C33H45N10O4P in a non-equilibrium geometry, with properties calculated with ωB97M-V/def2-TZVPD.

## Properties
gap between HOMO and LUMO: 0.2928 hartree
calculated total energy: -67328.406 eV
SMILES string: NOC(=O)NP(O)O.c1cc[nH]c1.c1cc[nH]c1.c1cc[nH]c1.c1cc[nH]c1.c1cc[nH]c1.c1cc[nH]c1.c1cc[nH]c1.c1cc[nH]c1
HOMO level: -0.2990 Eh
lowest unoccupied orbital energy: -0.2 eV

Structure (ORCA input):
```
! wB97M-V def2-TZVPD RIJCOSX def2/J DEFGRID3
* xyz 0 1
N -1.3036 -2.5692 -4.1005
O -0.9196 -3.8149 -4.6937
C 0.3824 -3.7959 -5.0397
O 1.1860 -3.0249 -4.5859
N 0.7474 -4.7860 -5.9426
P 2.4610 -4.9251 -6.2685
O 3.1820 -5.3052 -4.8243
O 3.1030 -3.5246 -6.8405
H -2.1593 -2.7321 -3.5926
H -1.4616 -1.9511 -4.8837
H 0.2273 -4.7522 -6.8094
H 2.6858 -4.8767 -4.1083
H 2.4264 -2.9377 -7.1943
N 2.4278 -2.7895 -1.7703
C 1.1395 -2.8933 -1.3226
C 1.1788 -2.9959 0.0426
C 2.5449 -2.9484 0.4343
C 3.2895 -2.8182 -0.7062
H 2.6949 -2.7032 -2.7349
H 0.3143 -2.8851 -2.0140
H 0.3243 -3.0955 0.6894
H 2.9341 -3.0027 1.4369
H 4.3536 -2.7448 -0.8516
N -2.0827 -2.2887 1.8182
C -1.8739 -3.4732 2.4726
C -3.0878 -4.0785 2.6445
C -4.0705 -3.2301 2.0637
C -3.4194 -2.1369 1.5595
H -1.3657 -1.6334 1.5637
H -0.8832 -3.7795 2.7608
H -3.2550 -5.0245 3.1301
H -5.1324 -3.4050 2.0206
H -3.7889 -1.2666 1.0448
N -3.8655 -0.4240 4.9453
C -3.8614 0.3552 6.0690
C -2.5680 0.7295 6.3134
C -1.7627 0.1519 5.2910
C -2.5949 -0.5514 4.4617
H -4.6780 -0.8440 4.5341
H -4.7736 0.5752 6.5956
H -2.2389 1.3485 7.1329
H -0.6954 0.2422 5.1742
H -2.3977 -1.1318 3.5726
N -0.9748 0.6569 -2.7215
C -2.3081 0.8359 -2.4732
C -2.7209 1.9440 -3.1653
C -1.5907 2.4503 -3.8616
C -0.5301 1.6333 -3.5684
H -0.4090 -0.0810 -2.3404
H -2.8462 0.1631 -1.8274
H -3.7196 2.3471 -3.1730
H -1.5612 3.3152 -4.5031
H 0.4974 1.6633 -3.8878
N 6.0293 -4.4177 -4.8325
C 6.0717 -3.5988 -3.7407
C 7.3821 -3.2875 -3.4906
C 8.1635 -3.9441 -4.4769
C 7.2988 -4.6295 -5.2893
H 5.1857 -4.7969 -5.2263
H 5.1675 -3.3087 -3.2341
H 7.7399 -2.6601 -2.6916
H 9.2351 -3.9160 -4.5785
H 7.4792 -5.2488 -6.1507
N 1.0012 0.5344 7.4294
C 2.2218 0.8019 6.8738
C 3.1797 0.2346 7.6706
C 2.5083 -0.4041 8.7480
C 1.1661 -0.2024 8.5684
H 0.1192 0.8322 7.0578
H 2.3034 1.3709 5.9637
H 4.2424 0.2717 7.5007
H 2.9593 -0.9490 9.5598
H 0.3178 -0.5183 9.1504
N -2.1090 5.7300 -2.2130
C -3.4431 5.9073 -1.9675
C -3.8538 7.0158 -2.6570
C -2.7233 7.5266 -3.3501
C -1.6644 6.7108 -3.0579
H -1.5437 4.9927 -1.8344
H -3.9814 5.2319 -1.3248
H -4.8532 7.4165 -2.6651
H -2.6926 8.3924 -3.9893
H -0.6367 6.7436 -3.3760
N -0.8650 6.1897 2.1939
C -1.4099 6.5091 3.4076
C -2.7258 6.8263 3.2054
C -2.9863 6.6894 1.8145
C -1.8201 6.2932 1.2187
H 0.0882 5.9214 2.0423
H -0.8170 6.4841 4.3053
H -3.4250 7.1234 3.9684
H -3.9217 6.8621 1.3099
H -1.5884 6.0789 0.1912
*
```